ORCA calculation (ωB97M-V with the def2-TZVPD basis set) on a structure of composition C24H19MnO4P.

Each line ends with the Mulliken charge.
Positions of all 49 atoms, in Å:
Mn1 0.037 0.469 -2.960  0.198
O1 0.016 3.302 -1.973  -0.197
C1 0.038 2.292 -2.566  0.312
C2 -0.135 -1.350 -2.672  0.172
O2 -0.278 -2.425 -2.230  -0.232
C3 1.865 0.349 -2.731  0.548
O3 2.954 0.217 -2.293  -0.284
C4 -1.795 0.496 -2.843  0.605
O4 -2.909 0.464 -2.472  -0.266
C5 0.045 0.882 -5.626  -0.530
H1 -0.861 1.504 -5.687  0.322
H2 1.007 1.416 -5.672  0.328
C6 -0.019 -0.454 -5.696  -0.511
H3 0.882 -1.076 -5.796  0.326
H4 -0.975 -0.985 -5.806  0.331
C7 -0.661 3.604 3.278  -0.459
C8 0.061 3.811 2.092  -0.839
C9 0.179 2.780 1.159  -0.105
C10 -0.362 1.501 1.419  -0.037
C11 -1.052 1.300 2.626  0.209
C12 -1.238 2.355 3.531  -0.832
P1 0.020 0.176 0.160  0.856
C13 1.528 -0.553 0.934  0.730
C14 1.986 -1.810 0.491  -0.114
C15 3.253 -2.264 0.873  -0.854
C16 4.067 -1.480 1.696  -0.545
C17 3.531 -0.334 2.280  -0.513
C18 2.234 0.087 1.970  -0.609
C19 -1.226 -1.049 0.718  0.596
C20 -0.919 -2.303 1.257  -0.476
C21 -1.955 -3.186 1.562  -0.788
C22 -3.288 -2.800 1.434  -0.512
C23 -3.592 -1.494 1.023  -0.845
C24 -2.566 -0.633 0.625  -0.163
H5 -0.766 4.417 4.003  0.452
H6 0.573 4.761 1.903  0.450
H7 0.761 2.936 0.251  0.291
H8 -1.381 0.294 2.915  0.438
H9 -1.801 2.190 4.455  0.435
H10 1.328 -2.457 -0.097  0.570
H11 3.580 -3.248 0.540  0.474
H12 5.091 -1.799 1.917  0.481
H13 4.115 0.224 3.013  0.487
H14 1.752 0.875 2.554  0.421
H15 0.105 -2.580 1.486  0.734
H16 -1.712 -4.175 1.944  0.488
H17 -4.101 -3.497 1.681  0.470
H18 -4.622 -1.134 1.035  0.493
H19 -2.795 0.381 0.295  0.494

Atoms 1-2, force components in eV/Å:
-0.1 -0.2 -2.5
0.0 -4.4 -3.2

Summary:
Energy: -2718.01426 a.u.
Highest occupied orbital energy (alpha / beta): -0.6546 / -0.6578 hartree
Gap between HOMO and LUMO (alpha / beta): 7.79 / 4.13 eV
Multiplicity: 5
Charge: +3
Expectation value of S²: 6.09